ORCA calculation (ωB97M-V with the def2-TZVPD basis set) on a 11-piece molecular cluster, C46H58N8O18 overall.

The HOMO energy comes out at -7.613 eV. Its maximum force is 1.436 eV/A. As for the SMILES: Oc1ccc(O)cc1.Oc1ccc(O)cc1.Oc1ccc(O)cc1.Oc1ccc(O)cc1.Oc1ccc(O)cc1.Oc1ccc(O)cc1.Oc1ccc(O)cc1.NC(N)=O.NC(N)=O.NC(N)=O.NC(N)=O. The calculated total energy comes out at -97422.9952 eV.

XYZ file:
```
130
Properties=species:S:1:pos:R:3:forces:R:3:mulliken_charge:R:1
C -26.4205 -14.6814 20.9456 -1.13 0.21 -0.08 -0.785
C -27.3280 -13.6381 20.7242 0.46 -0.05 -0.14 -0.095
C -26.9208 -12.5513 19.9795 0.45 0.48 0.40 -1.118
C -25.6131 -12.4891 19.4909 -0.50 0.44 -0.04 1.229
C -24.7166 -13.4928 19.7573 0.38 -0.66 0.22 -0.903
C -25.1281 -14.6262 20.4605 -0.47 0.07 0.07 0.821
O -24.2407 -15.6469 20.6266 0.49 -0.02 -0.06 -0.545
O -27.7768 -11.4877 19.8120 -0.22 -0.16 -0.08 -0.674
H -26.8610 -15.5321 21.4561 0.56 -0.21 0.09 0.259
H -28.3322 -13.6784 21.1231 -0.01 -0.03 -0.02 0.465
H -25.3717 -11.6220 18.8845 0.35 -0.09 0.05 -0.086
H -23.6792 -13.4582 19.4506 -0.09 0.11 -0.23 0.620
H -24.6637 -16.4114 21.0256 -0.15 0.08 0.05 0.284
H -27.3252 -10.7994 19.3101 0.00 -0.07 -0.17 0.373
C -23.0005 -16.1099 16.1685 -0.23 -0.26 -0.16 -0.580
C -21.7666 -15.8491 16.7340 0.38 0.37 -0.09 -0.582
C -21.4706 -14.5693 17.1925 -0.11 -0.05 -0.23 0.916
C -22.3797 -13.5497 16.9766 -0.23 0.50 -0.16 -0.977
C -23.6008 -13.8013 16.3644 -0.04 -0.23 0.05 0.247
C -23.9358 -15.0974 16.0013 0.01 0.20 -0.05 -0.081
O -25.1447 -15.3859 15.4132 0.13 -0.08 0.35 -0.516
O -20.2593 -14.3742 17.8034 0.12 0.03 -0.12 -0.599
H -23.2784 -17.1038 15.8386 0.14 -0.01 -0.02 0.432
H -20.9502 -16.5603 16.7383 -0.27 -0.30 0.26 0.413
H -22.1700 -12.5102 17.2171 0.20 -0.13 0.25 0.112
H -24.3000 -12.9929 16.1839 0.02 0.04 0.05 0.655
H -25.8102 -14.8395 15.8530 -0.16 0.05 -0.24 0.192
H -20.0989 -13.4296 17.8880 -0.03 0.00 0.08 0.294
C -29.5209 -16.7490 10.1330 0.78 -0.38 -0.66 -0.564
C -28.9393 -15.6743 10.7684 0.28 0.35 0.77 -0.334
C -28.6381 -15.7516 12.1336 -0.39 -0.25 -0.86 -0.066
C -28.9264 -16.9344 12.7829 0.53 0.11 1.02 -0.306
C -29.3601 -18.0712 12.1201 -0.74 0.21 -0.13 -0.594
C -29.6820 -17.9754 10.7751 0.03 0.40 -0.05 0.637
O -30.0990 -19.0438 10.0140 -0.14 -0.03 -0.05 -0.573
O -28.0744 -14.7063 12.8119 -0.31 -0.14 0.02 -0.056
H -29.6345 -16.6898 9.0568 -0.39 -0.12 0.06 0.338
H -28.6695 -14.7718 10.2314 -0.17 -0.02 -0.10 0.462
H -28.7575 -16.9399 13.8566 0.06 -0.21 -0.09 0.421
H -29.5736 -18.9769 12.6748 0.19 -0.07 -0.04 0.333
H -30.7957 -19.5241 10.4704 0.09 -0.06 0.10 0.317
H -28.4849 -13.8934 12.4818 0.15 0.30 0.06 0.026
C -24.7889 -7.6178 10.6072 0.50 -0.45 -0.29 -0.945
C -25.0621 -8.9821 10.6087 -0.38 -0.12 0.13 -0.752
C -25.8564 -9.5345 11.6040 0.52 -0.19 -0.18 -0.168
C -26.2325 -8.7442 12.6761 -0.09 0.67 0.47 1.299
C -25.9515 -7.3891 12.6833 0.42 0.02 -0.16 -1.101
C -25.2208 -6.8173 11.6453 -0.84 0.21 -0.24 0.781
O -25.1159 -5.4531 11.6547 0.24 0.23 0.29 -0.561
O -26.2331 -10.8493 11.5724 -0.21 0.01 0.60 -0.380
H -24.2228 -7.2373 9.7636 0.00 0.27 0.13 0.324
H -24.6955 -9.6400 9.8289 -0.04 0.17 -0.17 0.510
H -26.7150 -9.1109 13.5695 -0.29 -0.39 -0.33 0.190
H -26.3009 -6.7569 13.4900 0.00 -0.03 0.03 0.505
H -24.7738 -5.1033 10.8280 0.07 -0.23 -0.10 0.305
H -25.7739 -11.3778 10.8791 0.05 -0.11 0.07 0.239
C -31.1572 -15.0934 16.1197 0.40 0.59 -0.03 -0.858
C -29.8346 -15.1135 16.5301 0.69 -0.55 0.25 0.019
C -29.2126 -14.0148 17.1039 -0.30 0.16 -0.29 -1.149
C -29.8844 -12.7953 17.0969 -0.63 -0.06 1.04 0.436
C -31.2275 -12.7613 16.7473 0.23 -0.24 0.17 -0.519
C -31.8573 -13.9037 16.2747 -0.40 0.28 -0.88 0.641
O -33.1547 -13.7472 15.8122 0.16 -0.14 0.20 -0.553
O -27.9396 -14.1658 17.5864 -0.35 0.22 -0.12 -0.361
H -31.5745 -15.9586 15.6215 -0.19 -0.02 0.11 0.309
H -29.2091 -15.9976 16.4430 -0.28 -0.12 -0.02 0.475
H -29.4769 -11.9006 17.5550 0.37 -0.11 -0.15 0.521
H -31.7843 -11.8464 16.8923 -0.09 0.01 -0.28 0.452
H -33.3511 -14.4776 15.2183 -0.10 -0.07 0.09 0.303
H -27.7250 -13.3393 18.0486 0.39 -0.15 -0.12 0.097
C -22.6874 -9.4652 17.5654 1.12 0.42 0.12 -0.369
C -22.1481 -9.7042 18.8268 -0.57 0.37 0.10 -0.521
C -22.9059 -9.3880 19.9406 -0.38 -0.69 0.78 0.349
C -24.1954 -8.8869 19.8007 0.63 0.29 -0.65 -0.781
C -24.6294 -8.5118 18.5341 -0.81 0.35 -0.09 -0.623
C -23.9117 -8.8230 17.3911 0.61 -0.65 0.35 0.956
O -24.3705 -8.5432 16.1243 0.10 0.44 0.53 -0.192
O -22.4098 -9.6645 21.2031 0.18 0.15 -0.44 -0.575
H -21.9668 -9.5910 16.7603 -0.53 -0.26 -0.37 0.279
H -21.1386 -10.0680 18.9534 -0.01 -0.10 -0.04 0.505
H -24.8279 -8.7500 20.6670 0.04 0.20 0.05 0.463
H -25.5244 -7.9040 18.4468 -0.20 -0.40 -0.07 0.497
H -23.6512 -8.8161 15.5162 -0.62 -0.33 -0.32 -0.485
H -22.7201 -8.9710 21.7927 -0.05 -0.12 0.14 0.318
C -32.1763 -11.1509 13.5920 -0.25 0.30 0.25 -0.492
C -31.0631 -11.9022 13.2521 -0.41 0.02 0.03 -0.476
C -29.8618 -11.2607 13.0109 0.37 -0.17 -0.12 0.562
C -29.7737 -9.8898 13.1783 -0.40 0.62 1.23 -0.289
C -30.8616 -9.1669 13.6716 -0.20 0.19 -0.73 -0.930
C -32.0972 -9.7771 13.8080 0.08 -0.35 -0.56 0.845
O -33.2276 -9.0298 14.0224 0.31 -0.10 0.16 -0.579
O -28.7705 -12.0006 12.5950 -0.15 0.34 0.03 -0.379
H -33.1527 -11.6150 13.6970 0.14 -0.23 0.08 0.068
H -31.1858 -12.9758 13.1897 0.30 -0.04 -0.20 0.526
H -28.8736 -9.2904 13.1196 0.31 -0.49 -0.44 0.271
H -30.7675 -8.0917 13.7637 -0.05 -0.04 0.23 0.438
H -33.9753 -9.6217 13.8919 -0.13 0.13 0.13 0.299
H -28.0190 -11.3898 12.5263 0.11 -0.22 -0.37 -0.242
C -26.6026 -11.7641 15.5821 0.58 -0.38 -0.28 -0.833
O -26.6413 -11.4369 16.7670 -0.47 0.03 0.01 0.169
N -25.7834 -11.1111 14.7035 0.05 0.50 0.72 3.184
N -27.2258 -12.8220 15.0290 -0.31 -0.58 -0.15 1.525
H -25.3559 -10.2845 15.0889 0.33 -0.05 -0.28 -1.272
H -25.6766 -11.3441 13.7347 -0.33 0.13 -0.06 -1.073
H -27.2150 -12.9720 14.0364 0.11 0.05 0.02 -0.472
H -27.9079 -13.3795 15.5133 0.11 0.28 0.20 -0.232
C -23.8477 -12.9855 10.8959 0.27 -0.02 0.07 0.719
O -24.8339 -12.6589 10.2439 0.10 0.30 -0.02 -0.715
N -23.6041 -12.6325 12.1885 0.45 -0.15 0.02 0.195
N -22.8149 -13.6966 10.3307 0.03 -0.01 -0.05 -0.496
H -24.1838 -12.0449 12.7602 -0.25 -0.10 -0.24 -0.516
H -22.7613 -12.9715 12.6218 -0.10 0.08 0.12 0.263
H -22.9028 -13.9300 9.3583 -0.27 -0.12 0.01 0.257
H -22.2582 -14.3235 10.8862 -0.01 0.08 0.04 0.192
C -22.1537 -9.3221 13.6143 0.32 0.49 -1.08 0.359
O -23.0724 -9.8929 14.1912 0.20 0.27 0.22 -0.371
N -21.7808 -9.6630 12.3399 -0.23 -0.60 0.02 -0.356
N -21.4467 -8.2593 14.1033 0.12 -0.37 -0.05 -0.339
H -20.9595 -9.3413 11.8602 0.00 0.21 0.26 0.169
H -22.2465 -10.4515 11.9206 -0.08 -0.02 0.15 0.107
H -21.7357 -7.7472 14.9156 -0.04 -0.08 0.07 0.206
H -20.7323 -7.8716 13.5133 -0.09 0.26 0.21 0.160
C -28.0246 -7.1364 16.5374 -0.26 -0.77 -0.37 0.471
O -29.1016 -6.7135 16.8782 -0.57 0.39 0.38 -0.708
N -27.8554 -8.3319 15.8640 0.59 1.02 -0.06 0.427
N -26.8363 -6.5002 16.7499 -0.44 -0.15 -0.17 -0.243
H -26.8787 -8.5669 15.7964 -0.28 -1.06 -0.08 -0.466
H -28.5924 -9.0116 15.8852 0.09 -0.17 0.04 0.077
H -26.8724 -5.6748 17.3150 0.40 0.14 -0.12 0.215
H -26.0209 -6.9564 16.3853 0.57 0.56 0.32 0.083
```
Positions in Å, forces in eV/Å.